No. 1
The following is a quantum chemistry calculation of a molecular structure, C14H21BEuN4, from the Open Molecules 2025 dataset.

Element x y z (Å)
1 C -0.64336 -2.29076 -1.78300
2 C -2.12234 0.35353 -1.65651
3 C -1.29178 -2.49759 -0.59624
4 H 0.38686 -2.66013 -1.92181
5 C -2.53665 0.25139 -0.36339
6 H -1.57336 1.25600 -2.00745
7 H -0.75523 -2.97037 0.24661
8 H -2.44953 1.11463 0.31775
9 C -2.77000 -2.33599 -0.33417
10 H -3.03095 -3.09746 0.42599
11 H -3.37206 -2.58640 -1.22210
12 C -1.28960 -1.71332 -3.01160
13 H -1.71367 -2.52228 -3.63379
14 H -0.50152 -1.26801 -3.64377
15 C -2.40063 -0.65484 -2.75818
16 H -3.35990 -1.16902 -2.59756
17 H -2.50682 -0.07887 -3.69394
18 C -3.22109 -0.95507 0.22389
19 H -4.31106 -0.86913 0.06987
20 H -3.07558 -0.95805 1.31730
21 Eu -0.03692 -0.22865 -0.28758
22 H 1.03882 -2.26533 0.00332
23 B 2.34101 0.87304 2.80002
24 N 1.22090 1.87846 2.34882
25 C 1.02264 3.15758 2.70906
26 C -0.00309 3.69142 1.92592
27 C -0.38089 2.67323 1.04063
28 N 0.33847 1.55464 1.32250
29 N 3.08874 0.48928 1.47406
30 C 4.40670 0.63189 1.22928
31 C 4.65788 0.21287 -0.07820
32 C 3.40797 -0.14141 -0.61574
33 N 2.43525 0.03437 0.32799
34 H 1.94758 -0.06001 3.42342
35 H 3.12408 1.52727 3.46334
36 H 1.61602 3.60059 3.49739
37 H -0.42611 4.67256 1.97453
38 H -1.12400 2.67531 0.23805
39 H 5.06850 1.01419 2.00436
40 H 5.62027 0.18289 -0.57229
41 H 3.17447 -0.52246 -1.60680

Properties
**Net charge**: 0
**Frontier orbital gap (alpha / beta)**: 5.88 / 6.02 eV
**E_HOMO (alpha / beta)**: -6.19 / -6.25 eV
**Spin multiplicity**: 8

***

No. 2
The following is a quantum chemistry calculation of a molecular structure, C14H21BN4Zn, from the Open Molecules 2025 dataset.

Element x y z (Å)
1 C 0.01725 2.04202 0.53125
2 C 0.17194 0.94663 -2.05611
3 C 1.22927 2.73735 0.30478
4 H -0.31889 1.88847 1.55933
5 C 1.37254 0.34920 -1.63764
6 H -0.33366 0.42021 -2.87717
7 H 0.99463 3.62536 -0.31741
8 H 1.60920 -0.60011 -2.14120
9 C 2.55962 2.28492 -0.33115
10 H 3.35176 2.37542 0.42399
11 H 2.82361 3.01380 -1.11526
12 C -1.02973 2.50714 -0.48495
13 H -1.34461 3.54665 -0.31663
14 H -1.94828 1.91122 -0.48155
15 C -0.35650 2.35475 -1.88892
16 H 0.41804 3.11977 -2.02584
17 H -1.10306 2.53560 -2.67271
18 C 2.61705 0.89677 -0.96948
19 H 3.44863 0.87322 -1.69127
20 H 2.90763 0.18057 -0.18378
21 Zn -0.02864 -0.01285 -0.47184
22 H 1.32252 3.27973 1.27549
23 B -1.33566 -3.08674 -0.27250
24 N 0.06216 -2.90598 0.43029
25 C 0.74086 -3.79201 1.17900
26 C 1.81959 -3.13752 1.77093
27 C 1.74402 -1.80715 1.33529
28 N 0.66847 -1.66700 0.52958
29 N -2.21063 -1.91267 0.29792
30 C -3.33468 -1.99215 1.02911
31 C -3.64729 -0.72236 1.50929
32 C -2.62775 0.11573 1.04940
33 N -1.75951 -0.60351 0.30240
34 H -1.81925 -4.12955 0.12142
35 H -1.25760 -3.08468 -1.46900
36 H 0.41803 -4.82301 1.24867
37 H 2.56358 -3.55810 2.41793
38 H 2.40298 -0.97615 1.56129
39 H -3.83193 -2.94193 1.17965
40 H -4.48544 -0.42382 2.11157
41 H -2.49029 1.17276 1.23582

Properties
**Net charge**: 0
**Energy relative to the best compared isomer or geometry (same formula, charge and spin)**: 4.94 kJ/mol
**Frontier orbital gap**: 6.72 eV
**E_HOMO**: -6.60 eV

***

No. 3
The following is a quantum chemistry calculation of 3 unconnected molecules or ions with the total composition C14H21BrFNO7, from the Open Molecules 2025 dataset.

Element x y z (Å)
1 O 0.69001 2.32473 2.20273
2 C 0.24581 1.23955 2.01568
3 F 0.98166 0.16997 2.31209
4 N -1.02884 0.96475 1.46887
5 C -1.01547 0.63787 0.07684
6 O -1.99239 0.21125 -0.44875
7 C 0.28569 0.82664 -0.63901
8 C 1.03542 -0.16807 -1.06292
9 Br 0.76682 -1.99509 -0.96871
10 C 2.25870 0.49172 -1.67635
11 O 3.28585 -0.06536 -1.86854
12 O 1.97489 1.79845 -1.87278
13 C 0.93267 2.11870 -0.99794
14 O 0.66344 3.21824 -0.66013
15 H -1.41759 0.18371 1.99288
16 C -2.77201 3.49625 6.69385
17 C -1.88152 2.85578 5.64343
18 O -2.47844 2.76117 4.36284
19 C -2.85875 3.98881 3.76137
20 C -1.70441 4.95178 3.54502
21 H -3.71065 2.94788 6.78388
22 H -2.27164 3.49339 7.66265
23 H -3.01523 4.53058 6.44844
24 H -1.65722 1.83033 5.93935
25 H -0.92061 3.37787 5.57747
26 H -3.66014 4.46367 4.33841
27 H -3.28984 3.72186 2.79645
28 H -1.24382 5.25880 4.48518
29 H -2.05028 5.85156 3.03556
30 H -0.93143 4.48004 2.93683
31 C 1.95091 -2.82704 -5.15853
32 C 2.43205 -3.84661 -4.14094
33 O 1.42708 -4.75586 -3.72449
34 C 0.85228 -5.55677 -4.74064
35 C 1.84914 -6.44289 -5.46741
36 H 1.10608 -2.26175 -4.76103
37 H 2.75437 -2.13092 -5.40104
38 H 1.62564 -3.29651 -6.08773
39 H 2.75534 -3.32440 -3.24017
40 H 3.30581 -4.39055 -4.51546
41 H 0.29810 -4.93253 -5.45046
42 H 0.11494 -6.18345 -4.23878
43 H 2.60357 -5.86107 -5.99835
44 H 1.33473 -7.06608 -6.19932
45 H 2.36928 -7.09041 -4.76039

Properties
**Net charge**: 0
**Frontier orbital gap**: 8.35 eV
**E_HOMO**: -9.75 eV

***

No. 4
The following is a quantum chemistry calculation of a molecular structure, C14H21Cl2NOPtSSi, from the Open Molecules 2025 dataset.

Element x y z (Å)
1 Pt 1.34554 1.10300 0.17050
2 Cl 3.82484 1.71329 -0.02177
3 C 4.41520 0.06721 0.02621
4 C 5.64571 -0.17737 0.59615
5 C 6.10487 -1.48313 0.66400
6 C 5.32171 -2.51375 0.17629
7 C 4.08280 -2.24261 -0.38604
8 Cl 3.12557 -3.56853 -0.94814
9 C 3.59028 -0.93539 -0.48942
10 S 2.07111 -0.57036 -1.29220
11 H 6.24227 0.64195 0.97470
12 H 7.06548 -1.70079 1.11009
13 H 5.66722 -3.53708 0.22565
14 C -3.51693 -1.47621 -0.98748
15 Si -2.89903 -1.27324 0.77596
16 C -4.30430 -0.51127 1.75413
17 C -2.48834 -2.98053 1.42037
18 C -1.40553 -0.22786 0.81777
19 C -0.33926 0.36319 0.81085
20 H -4.20584 -2.32290 -1.03868
21 H -2.69430 -1.67459 -1.67817
22 H -4.05397 -0.59035 -1.33571
23 H -5.19308 -1.14421 1.68409
24 H -4.56763 0.47398 1.36207
25 H -4.05763 -0.39633 2.81147
26 H -3.32693 -3.66436 1.26616
27 H -2.25014 -2.97299 2.48580
28 H -1.62374 -3.38426 0.88909
29 N 1.42625 3.15087 1.33436
30 H 0.45329 3.40675 1.46142
31 H 1.83495 3.80485 0.67829
32 H 1.90840 3.20539 2.22191
33 C -1.18887 1.36134 -2.62960
34 C -1.19536 2.40971 -1.55071
35 C -2.53585 2.80571 -1.00066
36 O -0.16332 2.87857 -1.11694
37 H -1.17080 1.85808 -3.60358
38 H -2.07119 0.72512 -2.56869
39 H -0.28640 0.75844 -2.54305
40 H -3.30617 2.80365 -1.77174
41 H -2.49059 3.77154 -0.50163
42 H -2.79031 2.04547 -0.25314

Properties
**Net charge**: 0
**Frontier orbital gap**: 7.52 eV
**E_HOMO**: -7.78 eV

***

No. 5
The following is a quantum chemistry calculation of 2 unconnected molecules or ions with the total composition C14H21ClF3NO6PS, from the Open Molecules 2025 dataset.

Element x y z (Å)
1 C 6.64801 -3.39138 -0.52953
2 C 5.58879 -3.42083 0.27191
3 C 4.67097 -2.25832 0.44916
4 O 4.99425 -1.25626 1.02357
5 O 3.43710 -2.45291 -0.06791
6 C 2.47270 -1.45293 0.26188
7 C 1.25317 -1.67052 -0.62683
8 C 0.36540 -0.41428 -0.74032
9 C -1.03877 -0.63840 -0.12509
10 C -1.99864 -1.15641 -1.19913
11 C -3.45539 -1.20812 -0.69797
12 S -3.96732 -2.89468 -0.34525
13 O -3.66886 -2.97234 1.30559
14 C -4.17656 -4.06280 1.84513
15 N -4.53490 -5.02482 2.35479
16 P -6.18516 -2.79648 -0.74354
17 O -6.55146 -4.33570 -0.51121
18 Cl -6.73478 -1.96581 0.98979
19 H 6.70474 -2.68072 -1.34561
20 H 7.46057 -4.09044 -0.37948
21 H 5.32302 -4.30855 0.83847
22 H 2.87663 -0.44879 0.12924
23 H 2.20026 -1.54441 1.31838
24 H 1.64667 -1.94169 -1.60974
25 H 0.68863 -2.53799 -0.27173
26 H 0.83552 0.45464 -0.28515
27 H 0.22797 -0.21991 -1.80679
28 H -1.40426 0.30048 0.28953
29 H -0.93422 -1.38874 0.66472
30 H -1.66083 -2.13808 -1.54051
31 H -1.96826 -0.47183 -2.04851
32 H -3.62205 -0.60542 0.19741
33 H -4.14984 -0.90704 -1.48941
34 H -6.76123 -4.75709 -1.36045
35 C 1.13647 6.42588 -0.95906
36 C 0.33023 6.47050 0.31813
37 O -0.30896 5.19560 0.58710
38 C 0.46214 4.26361 1.11485
39 O 1.61836 4.33635 1.40028
40 C -0.37396 2.99203 1.37739
41 F -1.13105 2.66347 0.31389
42 F -1.19427 3.17292 2.41523
43 F 0.41323 1.95390 1.64775
44 H 0.51024 6.11341 -1.79517
45 H 1.53844 7.41506 -1.17441
46 H 1.96773 5.72706 -0.87609
47 H -0.49144 7.17782 0.23969
48 H 0.94095 6.75094 1.17502

Properties
**Net charge**: +1
**Energy relative to the best compared isomer or geometry (same formula, charge and spin)**: 0.00 kJ/mol
**Frontier orbital gap**: 6.27 eV
**E_HOMO**: -11.61 eV

***

No. 6
The following is a quantum chemistry calculation of a molecular structure, C14H21CsNO5S3, from the Open Molecules 2025 dataset.

Element x y z (Å)
1 Cs 0.28591 -0.55639 0.33422
2 O -3.81439 -0.60383 2.87867
3 C -2.59446 -0.88745 2.44158
4 O -2.07995 -0.36822 1.48001
5 C -1.89476 -1.92456 3.26741
6 C -2.44820 -2.49942 4.40555
7 C -1.68999 -3.43600 5.08780
8 C -0.43067 -3.76770 4.61120
9 C 0.02996 -3.13801 3.45811
10 N -0.69026 -2.23298 2.81378
11 C 1.37717 -3.38420 2.81866
12 O 2.12195 -4.38716 3.27457
13 O 1.77279 -2.69370 1.91737
14 H -4.21557 0.06653 2.30733
15 H -3.43429 -2.21184 4.73979
16 H -2.07316 -3.90376 5.98425
17 H 0.15991 -4.49250 5.15621
18 H 1.70534 -4.89374 3.97835
19 C 1.38281 3.14472 -3.37009
20 C 1.84422 1.74248 -3.76366
21 S 0.91611 0.35207 -3.06630
22 C -0.68934 0.50520 -3.90103
23 C -1.66949 1.52188 -3.31372
24 S -1.76161 1.41505 -1.49666
25 C -1.69090 3.15611 -0.96646
26 C -0.61519 4.05004 -1.57441
27 S 1.08147 3.37822 -1.57841
28 H 0.47449 3.42381 -3.89880
29 H 2.15712 3.85705 -3.65450
30 H 2.86275 1.57456 -3.41312
31 H 1.83100 1.64047 -4.84934
32 H -1.11862 -0.49452 -3.83281
33 H -0.49749 0.72494 -4.95160
34 H -2.66621 1.32481 -3.70719
35 H -1.40226 2.54334 -3.57106
36 H -1.54164 3.07222 0.11080
37 H -2.66849 3.60504 -1.14414
38 H -0.58211 4.97496 -0.99880
39 H -0.85750 4.32577 -2.59841
40 C 4.08224 -0.47945 -0.31188
41 O 2.85981 -1.21214 -0.34556
42 H 4.90273 -1.04471 -0.75892
43 H 4.36006 -0.20700 0.70940
44 H 3.93252 0.42882 -0.89295
45 H 2.98622 -2.00879 0.18474

Properties
**Net charge**: +1
**Energy relative to the best compared isomer or geometry (same formula, charge and spin)**: 43.34 kJ/mol
**Frontier orbital gap**: 7.38 eV
**E_HOMO**: -10.65 eV

***

No. 7
The following is a quantum chemistry calculation of 2 unconnected molecules or ions with the total composition C14H21N2O, from the Open Molecules 2025 dataset.

Element x y z (Å)
1 C -1.77684 -0.51594 -1.09727
2 C -2.27204 0.77241 -1.26195
3 C -3.55802 1.15283 -1.63853
4 C -4.60378 0.33693 -2.06063
5 C -4.67354 -1.05394 -2.09122
6 C -3.71018 -1.98218 -1.71167
7 C -2.39738 -1.73617 -1.32844
8 H -0.70887 -0.60657 -0.87590
9 H -1.56364 1.58305 -1.08382
10 H -3.75948 2.22908 -1.64200
11 H -5.51071 0.85359 -2.40043
12 H -5.62439 -1.46628 -2.44817
13 H -4.00354 -3.03437 -1.75855
14 H -1.75297 -2.60824 -1.19372
15 C 3.27580 1.29323 -1.71887
16 N 2.76705 1.19205 -0.36384
17 C 3.23744 2.26642 0.50928
18 C 1.68979 0.37008 -0.15958
19 C 1.10301 0.27379 1.25829
20 C 2.15993 -0.22652 2.26339
21 C 1.54932 -1.45756 2.95183
22 C 0.10911 -1.60987 2.40190
23 N 0.02286 -0.66562 1.30697
24 O 1.25166 -0.30386 -1.09319
25 H 2.73000 0.59744 -2.36104
26 H 3.14089 2.32141 -2.08293
27 H 4.35330 1.07788 -1.73298
28 H 2.55747 2.46955 1.34319
29 H 4.24321 2.04363 0.89964
30 H 3.31923 3.18185 -0.09465
31 H 0.77030 1.30240 1.49702
32 H 3.07778 -0.52871 1.74706
33 H 2.40358 0.57871 2.96714
34 H 2.15584 -2.32768 2.68868
35 H 1.56947 -1.35557 4.03861
36 H -0.04199 -2.65443 2.07587
37 H -0.62740 -1.40690 3.20297
38 H -0.90226 -0.35590 1.04751

Properties
**Net charge**: +1
**Energy relative to the best compared isomer or geometry (same formula, charge and spin)**: 314.64 kJ/mol
**Frontier orbital gap**: 6.18 eV
**E_HOMO**: -11.28 eV

***

No. 8
The following is a quantum chemistry calculation of a molecular structure, C14H21N2O2PbSbSe4, from the Open Molecules 2025 dataset.

Element x y z (Å)
1 Pb -0.21141 -0.06812 -0.48996
2 C 2.23069 0.08241 1.19330
3 C 2.24481 -1.29221 0.85755
4 C 2.31888 -1.41021 -0.53591
5 C 2.32650 -0.09839 -1.09333
6 C 2.30076 0.82913 -0.00066
7 C 2.53273 2.30755 -0.11179
8 C 2.69539 0.24174 -2.51037
9 C 2.35037 -2.69766 -1.30520
10 C 2.19095 -2.44429 1.82039
11 C 2.26845 0.63932 2.58770
12 H 3.60372 2.54457 -0.09789
13 H 2.06345 2.84796 0.71390
14 H 2.11344 2.70582 -1.03624
15 H 3.78428 0.29142 -2.63142
16 H 2.28424 1.20994 -2.80484
17 H 2.30962 -0.50306 -3.20935
18 H 3.37451 -3.06247 -1.45240
19 H 1.89798 -2.57470 -2.29068
20 H 1.79673 -3.47732 -0.77821
21 H 3.11362 -3.03350 1.78747
22 H 1.36231 -3.11831 1.58676
23 H 2.06134 -2.09297 2.84561
24 H 3.27831 0.58020 3.01109
25 H 1.61104 0.08168 3.26126
26 H 1.97182 1.69001 2.61560
27 N -2.24266 1.70270 1.94541
28 C -3.64851 1.32843 2.02781
29 C -4.38052 1.53609 0.69317
30 C -4.39963 0.27023 -0.17263
31 O -5.43918 -0.34127 -0.34459
32 O -3.25598 -0.10155 -0.69508
33 H -1.76142 1.54941 2.82301
34 H -2.13419 2.67420 1.67418
35 H -4.16565 1.90415 2.80900
36 H -3.69818 0.27231 2.30642
37 H -3.89148 2.33132 0.12552
38 H -5.41838 1.80558 0.87920
39 Se -0.30139 -2.27933 -4.35467
40 Sb -3.48080 -1.86466 -2.00374
41 Se -1.34497 -0.70600 -3.11504
42 Se -3.22186 -3.64560 -0.37891
43 Se -5.48989 -1.83698 -3.36365
44 N -0.96254 3.14892 -1.53501
45 C -0.63728 2.07352 -1.25278

Properties
**Net charge**: -2
**Energy relative to the best compared isomer or geometry (same formula, charge and spin)**: 166.57 kJ/mol
**Frontier orbital gap**: 5.82 eV
**E_HOMO**: -1.41 eV

***

In order of appearance, E = -1500.12154, -2569.16199, -3801.33961, -2403.43309, -2551.27917, -2191.59069, -730.51856, -10845.02518 hartree.